Below is C25H22N3O6Pt as an isolated structure at a distorted geometry, with properties calculated with the ωB97M-V functional and the def2-TZVPD basis.

```
57
Properties=species:S:1:pos:R:3:forces:R:3:lowdin_charge:R:1
H 2.973 3.920 -0.634 0.1 0.0 0.0 0.16
C 4.429 3.686 4.452 0.0 0.0 0.0 -0.06
H 4.752 4.081 0.637 0.0 0.0 0.0 0.11
H -4.329 1.466 2.624 0.0 0.0 0.0 0.11
C 3.284 3.700 3.669 0.0 0.0 0.0 -0.02
C 1.550 5.344 1.431 0.0 0.0 -0.1 -0.14
H 0.204 8.970 1.534 0.0 0.0 0.0 0.11
C -4.156 0.418 2.425 0.1 0.1 0.0 -0.07
H -0.234 7.423 3.415 0.0 0.0 0.0 0.11
N 0.878 2.026 0.803 0.2 -0.4 -0.1 0.01
O 0.318 -0.659 1.940 -0.5 0.5 -0.3 -0.04
H 3.056 -0.452 0.974 0.0 0.0 0.0 0.14
C 4.640 3.961 1.707 0.0 0.0 0.0 -0.03
H 2.316 3.605 4.140 0.0 0.0 0.0 0.11
C 1.533 -1.249 -0.351 -0.3 -0.1 -0.2 -0.13
O 0.505 2.817 2.943 0.0 -0.1 0.1 0.14
C -3.104 0.024 1.622 -0.1 0.0 0.1 -0.03
H 2.963 -2.211 0.928 0.0 0.0 0.0 0.14
H 4.339 3.583 5.525 0.0 0.0 0.0 0.11
H -2.461 0.780 1.191 0.0 0.0 0.0 0.10
C 2.125 3.928 1.419 0.0 -0.1 0.0 -0.21
C -3.696 -2.292 1.920 0.0 0.0 0.0 -0.25
H -5.835 -0.259 3.577 0.0 0.0 0.0 0.11
Pt 0.237 0.311 -0.011 0.6 0.5 1.9 1.54
C 1.668 2.390 -0.218 0.2 0.2 -0.1 -0.55
C -4.773 -1.890 2.706 0.0 0.0 0.0 -0.01
C 1.803 6.219 0.380 0.0 0.0 0.0 -0.03
C 0.584 7.958 1.506 0.0 0.0 0.0 -0.07
C 1.430 -1.218 2.081 0.2 -0.3 0.1 -0.46
H 2.653 -2.210 3.372 0.0 0.0 0.0 0.14
O -3.454 -3.597 1.676 0.0 0.0 -0.1 0.09
H 1.147 -1.647 4.029 0.0 0.0 0.0 0.15
C 0.820 5.791 2.527 0.0 0.0 0.0 -0.02
H 0.617 5.125 3.355 0.0 0.0 0.0 0.11
C 5.682 3.811 3.868 0.0 0.0 0.0 -0.07
O -1.346 -0.781 -0.370 0.1 0.2 -0.8 -0.21
C -4.996 -0.550 2.959 -0.1 -0.1 0.0 -0.06
H 6.753 4.061 2.026 0.0 0.0 0.0 0.11
H 6.572 3.807 4.481 0.0 0.0 0.0 0.11
N 2.402 3.452 0.048 -0.1 0.1 -0.1 0.20
O 1.611 1.612 -1.215 -0.5 -0.2 -0.5 -0.01
C -1.697 -1.733 0.514 -0.4 -0.6 -0.3 -0.56
C -2.850 -1.322 1.362 0.1 -0.2 -0.1 -0.07
C 5.783 3.951 2.493 0.0 0.0 0.0 -0.07
H -4.178 -4.134 2.019 0.0 0.0 0.0 0.12
C 3.382 3.833 2.288 0.0 0.0 0.0 -0.14
H 1.529 8.191 -0.405 0.0 0.0 0.0 0.11
H 2.080 -0.997 -1.256 0.0 0.1 0.0 0.09
C 1.058 2.871 1.890 0.2 0.2 0.0 -0.36
H 0.899 -2.122 -0.487 0.0 0.0 0.1 0.08
H -5.429 -2.644 3.126 0.0 0.0 0.0 0.12
H 2.382 5.916 -0.482 0.0 0.0 0.0 0.10
C 0.338 7.090 2.560 0.0 0.0 0.0 -0.05
C 1.322 7.521 0.419 0.0 0.0 0.0 -0.06
N 1.781 -1.726 3.247 -0.2 0.1 0.0 0.25
C 2.362 -1.297 0.910 0.1 0.0 -0.1 -0.12
O -1.167 -2.812 0.524 0.4 -0.1 0.3 0.12
```
Positions in Å, forces in eV/Å.

* HOMO level: -10.984 eV
* E_LUMO: -5.552 eV
* E: -46276.5914 eV
* net charge: +1
* gap between HOMO and LUMO: 0.1996 Ha

***

Below is C25H22N5S4Ti as an isolated structure, with properties calculated with the ωB97M-V functional and the def2-TZVPD basis.

```
57
Properties=species:S:1:pos:R:3:forces:R:3:lowdin_charge:R:1
C 0.607 -1.828 2.403 -0.2 0.1 0.0 -0.15
C 2.035 3.222 -2.632 0.1 0.4 -0.1 -0.22
N 2.014 -0.888 0.677 -0.2 0.0 0.3 -0.05
C 2.494 4.481 -3.176 -0.1 -0.2 0.1 -0.17
H 0.398 -1.691 3.466 0.0 0.0 0.0 0.14
C -2.462 -2.169 0.252 0.1 -0.1 0.1 -0.24
C 1.031 1.057 -2.932 0.0 0.1 0.0 -0.16
H 1.744 1.641 0.317 0.0 0.0 0.0 0.10
Ti 0.234 -0.916 -0.554 0.1 -0.6 -0.5 0.68
C -2.701 -1.106 -1.783 0.1 -0.1 0.1 -0.13
H -0.720 -0.032 3.194 0.0 0.1 0.0 0.14
H -4.600 -1.200 -2.742 0.0 0.0 0.0 0.12
H -2.865 4.020 1.692 0.0 0.0 0.0 0.12
H 0.766 -2.889 2.213 0.1 0.0 0.0 0.08
C 3.231 -0.608 0.207 0.2 0.3 0.1 -0.16
C 1.483 2.262 -3.464 -0.1 -0.2 0.0 -0.02
H -0.914 2.049 -1.562 0.0 0.0 0.0 0.11
S 2.108 -2.089 -2.840 -0.3 0.1 0.3 0.10
C -2.077 2.058 2.043 0.0 0.0 0.0 0.00
H 3.303 -0.466 -0.861 0.1 0.0 0.0 0.09
C -4.563 -2.269 -0.866 -0.1 0.0 0.0 -0.01
H 2.578 3.730 -0.619 0.0 0.0 0.0 0.12
N -0.992 0.976 0.206 0.0 0.0 -0.1 0.06
H 5.283 -0.177 0.608 0.0 0.0 0.0 0.12
N 2.855 5.485 -3.604 0.0 0.0 0.0 0.17
H -5.592 -2.601 -0.917 0.0 0.0 0.0 0.12
C 1.677 1.780 -0.756 0.0 -0.1 0.0 -0.15
H -0.967 -3.406 1.108 0.0 -0.1 0.0 0.05
H 4.974 -0.385 3.086 0.0 0.0 0.0 0.12
C -3.774 -2.609 0.220 0.0 0.1 0.0 0.02
C 1.101 0.780 -1.564 0.2 0.1 0.2 -0.30
C -1.957 3.155 -0.062 0.0 0.1 0.0 -0.02
H -4.160 -3.202 1.038 0.0 0.0 0.0 0.13
C 4.152 -0.551 2.402 -0.1 0.0 0.2 -0.02
H -2.078 -2.732 2.291 0.0 0.0 0.0 0.14
C -1.524 -2.511 1.375 0.1 0.2 0.1 -0.15
C -4.020 -1.495 -1.879 0.0 0.0 -0.1 -0.02
S 0.931 -3.495 -0.218 0.1 0.3 -0.1 0.14
C -2.350 3.167 1.270 0.0 0.0 0.0 -0.02
C 4.326 -0.425 1.043 -0.1 -0.1 -0.3 -0.01
S 2.647 -3.474 -1.261 0.0 -0.1 0.0 0.05
C 2.901 -0.932 2.889 0.1 -0.1 0.0 0.01
H 1.408 2.449 -4.527 0.0 0.0 0.0 0.13
C -1.252 -0.269 2.273 0.1 -0.2 0.0 -0.08
N -1.929 -1.447 -0.740 0.0 0.0 0.0 -0.03
N -0.558 -1.393 1.581 0.0 0.0 0.1 -0.20
H -2.372 2.005 3.083 0.0 0.0 0.0 0.13
C 1.873 -1.137 2.001 -0.1 0.0 -0.3 -0.25
C 2.143 2.977 -1.263 0.0 0.0 -0.1 -0.02
H -2.242 -0.615 2.580 0.0 0.1 0.0 0.14
H -2.157 3.987 -0.722 0.0 0.0 0.0 0.12
S 0.107 -2.018 -2.668 0.0 0.2 -0.2 0.17
H 2.737 -1.110 3.943 0.0 0.0 0.0 0.13
H 0.610 0.332 -3.613 0.0 0.0 0.0 0.04
C -1.427 0.976 1.462 0.0 -0.1 0.0 -0.24
H -2.228 -0.518 -2.559 0.0 0.0 0.0 0.11
C -1.271 2.065 -0.543 0.0 -0.2 0.0 -0.09
```
Positions in Å, forces in eV/Å.

* HOMO level: -9.831 eV
* E_LUMO: -3.718 eV
* E: -100185.4913 eV
* net charge: +1
* gap between HOMO and LUMO: 0.2247 Ha

***

Below is C25H22N9OSV as an isolated structure, with properties calculated with the ωB97M-V functional and the def2-TZVPD basis.

```
59
Properties=species:S:1:pos:R:3:forces:R:3:lowdin_spin:R:1
H -4.695 -2.088 -0.431 0.0 0.0 0.0 0.00
H 4.173 -0.497 2.504 0.0 0.0 0.0 0.00
H -4.207 0.496 -1.261 0.0 0.0 0.0 0.00
C 0.626 2.626 -1.215 0.0 0.0 0.0 0.00
C -2.963 2.095 -4.626 0.0 0.0 0.0 0.00
H -0.299 -2.729 2.849 0.0 0.0 0.0 0.00
C -4.089 -2.580 0.321 0.0 0.0 0.0 0.00
N 0.292 -0.395 -3.287 0.1 0.1 0.0 0.04
H -3.337 0.011 2.467 0.0 0.0 0.0 0.00
N -0.880 1.250 1.812 0.0 -0.1 -0.1 0.01
C -2.511 -3.808 2.213 0.0 0.0 0.0 0.00
C -3.780 -4.297 1.987 0.0 0.0 0.0 0.01
H -2.600 2.506 -5.560 0.0 0.0 0.0 0.00
V -0.667 0.029 -0.134 -0.1 0.2 0.2 2.74
H -0.219 2.788 -3.876 0.0 0.0 0.0 0.00
H -4.832 1.439 -5.417 0.0 0.0 0.0 0.00
H -4.156 -5.144 2.545 0.0 0.0 0.0 0.00
N 0.457 1.918 3.459 0.0 0.0 0.0 0.00
C 2.320 -0.801 1.783 -0.1 0.1 0.0 0.00
H 2.984 -0.706 3.685 0.0 0.0 0.0 0.00
C -2.709 0.346 3.283 0.0 0.0 0.0 0.00
C -2.648 1.572 -2.264 0.0 0.0 0.0 0.00
C -4.205 1.494 -4.536 0.0 0.0 0.0 0.00
H -2.512 0.364 6.675 0.0 0.0 0.0 0.00
H 1.361 2.040 3.882 0.0 0.0 0.0 0.00
C -4.664 0.937 -3.333 0.0 0.0 0.0 0.00
N 0.090 -1.368 1.414 0.0 -0.1 -0.1 0.01
H 2.267 1.645 1.423 0.0 0.0 0.0 0.00
S 2.920 -0.861 0.176 0.0 0.0 0.0 0.01
C -3.053 0.142 4.607 0.0 0.0 0.0 0.00
C -0.671 2.311 -1.894 0.0 0.0 0.0 0.00
O -2.393 -1.037 -0.142 -0.1 0.1 0.2 0.04
H 1.418 2.724 -1.962 0.0 0.0 0.0 0.00
C -0.998 1.169 5.405 0.0 0.0 0.0 0.00
C -2.781 -2.062 0.528 0.0 -0.1 -0.1 0.01
H 1.500 3.199 1.107 0.0 0.0 0.0 0.00
H 0.513 3.599 -0.728 0.0 0.0 0.0 0.00
C 0.009 -0.469 -2.162 0.0 -0.2 -0.1 0.01
C 0.276 1.769 2.116 0.0 0.0 0.0 0.01
H -3.984 -0.358 4.843 0.0 0.0 0.0 0.00
N -0.934 2.618 -3.190 0.0 0.1 0.0 0.00
C 1.331 2.116 1.112 0.0 0.0 0.0 0.00
N -1.667 1.725 -1.291 0.1 -0.1 -0.1 0.01
N 3.215 -0.334 2.773 0.0 0.0 0.0 0.00
H 1.688 0.972 -0.534 0.0 0.0 0.0 0.00
C -4.569 -3.660 1.022 0.0 0.0 0.0 0.00
H -5.635 0.458 -3.313 0.0 0.0 0.0 0.00
N 1.151 -1.065 2.281 0.0 0.0 0.0 0.00
C -3.895 0.963 -2.185 0.0 0.0 0.0 0.00
C -2.211 0.549 5.651 0.0 0.0 0.0 0.00
H -1.886 -4.273 2.970 0.0 0.0 0.0 0.00
N 0.960 1.618 -0.209 0.0 0.1 0.0 0.01
C -0.657 1.363 4.074 0.0 0.0 0.0 0.00
C -2.199 2.119 -3.468 0.0 0.0 0.0 0.00
C -1.981 -2.719 1.508 0.0 0.0 0.0 0.01
H -5.573 -4.020 0.824 0.0 0.0 0.0 0.00
H -0.344 1.470 6.213 0.0 0.0 0.0 0.00
C -1.493 0.968 3.026 0.0 0.0 0.0 0.00
C -0.667 -2.269 1.930 0.0 0.0 0.0 0.03
```
Positions in Å, forces in eV/Å.

* 2S+1: 4
* HOMO level (alpha / beta): -3.386 / -4.298 eV
* E_LUMO (alpha / beta): 2.657 / 2.655 eV
* E: -78268.6877 eV
* net charge: -1
* gap between HOMO and LUMO (alpha / beta): 0.2221 / 0.2555 Ha

***

Below is C25H23AsIrNO6S as an isolated structure at a distorted geometry, with properties calculated with the ωB97M-V functional and the def2-TZVPD basis.

```
58
Properties=species:S:1:pos:R:3:forces:R:3:lowdin_spin:R:1
C 2.452 -2.429 0.732 0.0 -0.1 0.0 0.04
H 2.406 2.023 4.981 0.0 0.0 0.0 0.00
H 3.935 1.328 -2.564 0.0 0.0 0.0 0.00
H 1.176 3.013 1.175 0.0 0.0 0.0 0.00
H -0.920 -2.483 3.753 0.0 0.0 0.0 0.00
H -1.248 -3.334 1.393 0.0 0.1 0.0 0.00
C 0.623 -2.768 2.289 0.1 0.0 0.0 0.05
C 0.936 0.630 2.252 0.2 -0.2 0.7 0.00
C 1.912 1.266 0.159 -0.1 0.3 0.3 0.00
C 1.656 1.536 4.374 0.0 0.0 0.1 0.00
H 3.500 -2.216 0.563 0.0 0.0 0.0 0.00
C -2.756 -0.589 -3.307 0.2 -0.4 0.3 0.00
H -4.606 1.996 -5.443 0.0 0.0 0.0 0.00
C 2.449 3.539 -0.471 -0.1 0.1 0.2 0.00
C 0.432 1.175 4.935 0.0 0.0 -0.1 0.00
C 1.916 1.266 3.050 -0.1 0.0 -0.2 0.00
H -4.436 -0.345 -6.210 0.0 0.0 0.0 0.00
O -0.407 -1.446 -2.488 -0.4 -0.5 -0.2 -0.01
C -0.222 -3.037 1.213 0.1 0.3 0.1 0.00
S -1.848 -1.784 -2.354 -0.1 -0.7 -1.6 0.00
H -3.607 2.683 -3.285 0.0 0.0 -0.1 0.00
H 0.725 -2.227 4.364 0.0 0.0 0.0 0.00
H 2.340 4.604 -0.315 0.0 0.0 0.0 0.00
C -3.532 1.661 -3.626 0.0 -0.1 0.2 0.00
H -1.482 0.267 4.606 0.0 0.0 0.0 0.00
H 2.869 1.519 2.606 0.0 0.0 0.0 0.00
C 0.264 -3.028 -0.108 0.1 0.4 0.0 0.00
H 0.131 -3.859 4.063 0.0 0.0 0.0 0.00
O -2.194 -3.096 -2.797 -0.2 0.1 0.0 0.00
C -3.328 -0.992 -4.499 0.0 0.1 0.1 0.00
Ir -0.171 -0.713 -0.373 1.5 2.4 2.1 0.68
O -0.167 1.140 -1.762 0.6 -1.1 0.5 0.07
C -0.282 0.233 2.841 0.0 0.1 -0.3 0.00
O -1.772 0.863 0.228 0.3 -0.9 0.1 0.13
H -3.240 -2.027 -4.800 0.0 0.0 -0.1 0.00
C -4.097 1.264 -4.831 0.0 0.0 -0.1 0.00
O -2.186 -1.497 -0.933 0.7 0.4 0.4 0.00
C 0.111 -2.830 3.697 0.0 -0.1 0.0 0.01
C 1.816 2.658 0.378 0.0 0.0 0.1 0.01
C -0.530 0.527 4.162 0.0 0.0 0.2 0.00
C 3.334 1.692 -1.742 0.1 0.1 -0.1 0.00
C -2.857 0.722 -2.857 0.1 0.1 0.2 0.00
H -1.748 3.485 -0.665 -0.1 0.0 0.0 0.00
H 2.642 -2.322 2.858 0.0 0.0 0.0 0.00
C 1.607 -2.673 -0.351 0.1 -0.1 0.0 -0.02
As -1.779 1.339 -1.377 -0.3 1.5 -0.2 0.00
H 2.798 -0.267 -1.063 0.0 0.0 0.0 0.00
O -2.197 3.034 -1.392 -0.1 -0.1 -0.1 0.01
C 3.205 3.062 -1.536 0.0 -0.2 0.0 0.01
H -0.343 -3.426 -0.910 0.0 0.0 0.0 0.00
H 1.997 -2.708 -1.361 -0.1 0.0 0.0 0.00
N 1.172 0.386 0.931 -2.1 -1.2 -2.7 0.03
H 0.229 1.396 5.973 0.0 0.0 0.0 0.00
H 3.682 3.762 -2.209 0.0 0.0 0.0 0.00
C 1.969 -2.491 2.027 -0.1 -0.1 0.0 -0.01
C -3.997 -0.048 -5.268 0.0 0.0 0.0 0.00
C 2.695 0.800 -0.912 -0.3 -0.3 0.0 0.01
H -1.027 -0.231 2.206 0.0 0.1 0.1 0.00
```
Positions in Å, forces in eV/Å.

* 2S+1: 2
* HOMO level (alpha / beta): -10.933 / -10.923 eV
* E_LUMO (alpha / beta): -6.323 / -6.151 eV
* E: -114575.7729 eV
* net charge: +1
* gap between HOMO and LUMO (alpha / beta): 0.1694 / 0.1754 Ha

***

Q: Which energy above the lowest of the compared OMol25 structures with the same formula, charge and spin values were calculated for the entries above? A: 273.6; 41.4; 0.0; 293.7, in kJ/mol.